No. 1
This record from the OMol25 dataset describes a structure of composition C29H34ClFN5O5V. The level of theory is ωB97M-V/def2-TZVPD.

Computed properties:
electronic energy: -3278.71668 Eh
charge: +3
spin multiplicity: 2
expectation value of S²: 0.760
ΔE to the lowest compared entry with this formula, charge and spin: 0.0 kcal per mole
E_HOMO (alpha / beta): -0.5635 / -0.5636 hartree

Positions of all 76 atoms, in Å:
V  1.076  -1.950  1.291
C  -5.470  0.458  -1.907
C  -4.356  -0.280  -2.630
N  -3.098  -0.302  -1.839
C  -2.807  -1.389  -1.147
C  -1.684  -1.512  -0.342
C  -1.523  -2.812  0.375
O  -2.286  -3.715  0.268
O  -0.413  -2.872  1.166
C  -0.801  -0.439  -0.243
O  0.274  -0.449  0.512
C  -1.094  0.742  -0.993
C  -0.235  1.855  -0.957
C  -0.532  2.967  -1.679
F  0.275  4.027  -1.582
C  -1.678  3.056  -2.509
C  -2.523  1.959  -2.536
C  -2.256  0.807  -1.786
N  -1.961  4.184  -3.284
C  -0.909  5.112  -3.686
C  -1.277  5.759  -5.010
N  -2.604  6.458  -4.884
C  -3.678  5.510  -4.426
C  -3.248  4.850  -3.127
H  -6.367  0.447  -2.524
H  -5.210  1.496  -1.698
H  -5.708  -0.030  -0.962
H  -4.131  0.145  -3.606
H  -4.630  -1.319  -2.797
H  -3.490  -2.227  -1.220
H  0.654  1.842  -0.343
H  -3.385  1.994  -3.183
H  0.027  4.582  -3.837
H  -0.732  5.887  -2.929
H  -1.385  5.018  -5.800
H  -0.533  6.498  -5.303
H  -2.866  6.876  -5.780
H  -2.522  7.232  -4.219
H  -3.808  4.777  -5.221
H  -4.599  6.075  -4.297
H  -4.018  4.138  -2.838
H  -3.195  5.606  -2.330
Cl  6.302  -7.584  1.614
C  5.599  -6.093  1.164
C  4.250  -5.867  1.431
C  3.684  -4.661  1.077
C  4.455  -3.679  0.449
C  5.802  -3.925  0.171
C  6.376  -5.126  0.532
C  3.934  -2.383  0.038
O  4.389  -1.522  -0.620
O  2.607  -2.099  0.624
H  3.662  -6.642  1.903
H  2.626  -4.513  1.260
H  6.392  -3.164  -0.323
H  7.418  -5.325  0.329
C  0.436  -0.548  3.753
C  0.650  -0.388  5.288
N  1.718  -1.261  5.737
C  1.373  -2.648  5.492
C  1.144  -2.883  3.965
N  1.393  -1.586  3.247
C  2.804  -1.140  3.526
C  2.957  -0.926  5.059
H  0.634  0.377  3.210
H  -0.575  -0.883  3.518
H  -0.265  -0.634  5.825
H  0.909  0.643  5.524
H  0.468  -2.898  6.043
H  2.174  -3.288  5.857
H  0.124  -3.202  3.752
H  1.838  -3.627  3.564
H  2.981  -0.225  2.960
H  3.475  -1.914  3.154
H  3.215  0.110  5.275
H  3.757  -1.555  5.446

No. 2
This record from the OMol25 dataset describes a cluster of 3 separate species, C5H19N2O2 in total. The level of theory is ωB97M-V/def2-TZVPD.

Computed properties:
electronic energy: -461.67142 Eh
spin multiplicity: 2
expectation value of S²: 0.751
ΔE to the lowest compared entry with this formula, charge and spin: 52.6 kcal per mole
E_HOMO (alpha / beta): -0.1025 / -0.3416 hartree

Positions of all 28 atoms, in Å:
N  -2.093  0.504  1.204
C  -1.528  -0.792  0.884
C  -0.197  -0.654  0.322
N  0.100  0.729  0.107
C  0.610  1.029  -1.293
C  0.050  2.361  -1.761
C  1.028  1.245  1.158
H  -1.497  1.211  0.468
H  -3.114  0.511  1.157
H  -1.841  0.814  2.202
H  -1.488  -1.310  1.787
H  -2.216  -1.163  0.161
H  0.088  -1.294  -0.563
H  0.715  -1.070  0.915
H  0.274  0.210  -1.992
H  1.715  0.960  -1.435
H  0.809  3.125  -1.596
H  -0.322  2.484  -2.722
H  -0.886  2.444  -1.189
H  1.944  0.625  1.111
H  0.677  1.206  2.152
H  1.182  2.322  0.962
H  -0.182  -3.792  0.212
H  -0.553  -3.412  1.636
O  -0.634  -3.172  0.777
H  2.391  -1.303  -2.321
H  2.705  -2.273  -0.953
O  2.262  -1.546  -1.391

No. 3
This record from the OMol25 dataset describes a cluster of 2 separate species, C6H6O4S in total. The level of theory is ωB97M-V/def2-TZVPD.

Computed properties:
electronic energy: -931.10491 Eh
spin multiplicity: 3
expectation value of S²: 2.027
E_HOMO (alpha / beta): -0.2709 / -0.3041 hartree

Positions of all 17 atoms, in Å:
C  -0.046  -1.203  -0.770
C  -1.316  -1.189  -0.326
C  0.320  -1.917  2.274
C  0.829  -0.025  -0.778
C  0.037  1.229  -0.409
C  -1.220  1.178  0.003
O  -1.988  -0.001  0.071
O  1.973  -0.272  0.001
O  0.528  2.498  -0.482
O  -1.931  2.142  0.581
S  1.235  -3.150  2.356
H  0.550  -2.068  -1.050
H  -1.980  -2.099  -0.283
H  1.236  0.122  -1.895
H  1.677  -0.649  0.815
H  1.376  2.536  -0.783
H  -1.281  2.869  0.674

No. 4
This record from the OMol25 dataset describes an isolated molecule of C17H22N2O. The level of theory is ωB97M-V/def2-TZVPD.

Computed properties:
electronic energy: -845.16697 Eh
SMILES: CCOCCCN[C@H](c1ccccc1)c1ccncc1
spin multiplicity: 1
ΔE to the lowest compared entry with this formula, charge and spin: 398.1 kcal per mole
E_HOMO: -0.2914 hartree

Positions of all 42 atoms, in Å:
C  -5.838  -1.757  0.640
C  -5.030  -0.489  0.127
O  -3.688  -0.696  -0.218
C  -3.045  0.299  -0.634
C  -1.652  -0.285  -1.080
C  -1.010  -0.704  0.374
N  0.287  -1.227  0.146
H  0.422  -2.082  -0.018
C  1.412  -0.418  0.585
C  2.835  -1.094  0.295
C  3.835  -0.711  1.166
C  5.005  -1.345  0.650
N  5.312  -2.261  -0.505
C  4.269  -2.119  -1.158
C  2.977  -1.729  -1.029
H  2.095  -1.872  -1.462
H  4.472  -2.896  -2.069
H  5.949  -1.410  1.463
H  3.905  -0.291  2.029
C  1.489  1.068  0.410
C  1.551  2.010  1.167
C  1.540  3.443  1.044
C  1.635  3.812  -0.394
C  1.501  2.760  -1.244
C  1.505  1.549  -1.291
H  1.532  0.627  -1.807
H  1.562  2.794  -2.466
H  1.723  4.900  -0.770
H  1.639  4.076  1.760
H  1.642  1.708  2.377
H  1.365  -0.396  1.731
H  -1.595  -1.434  0.643
H  -0.853  0.242  1.068
H  -1.734  -1.036  -1.688
H  -1.162  0.668  -1.345
H  -3.526  0.985  -1.462
H  -3.065  1.103  0.016
H  -5.688  -0.017  -0.480
H  -5.230  0.309  0.960
H  -7.040  -1.417  0.900
H  -5.311  -2.259  1.583
H  -5.994  -2.410  -0.013

No. 5
This record from the OMol25 dataset describes a structure of composition C27H33EuO2. The level of theory is ωB97M-V/def2-TZVPD.

Computed properties:
electronic energy: -1909.27013 Eh
spin multiplicity: 7
expectation value of S²: 12.026
ΔE to the lowest compared entry with this formula, charge and spin: 0.0 kcal per mole
E_HOMO (alpha / beta): -0.2653 / -0.2686 hartree

Positions of all 63 atoms, in Å:
O  -0.418  0.481  -0.926
C  0.670  0.095  -1.851
C  0.104  0.975  -2.963
H  0.642  -0.992  -2.020
H  1.637  0.408  -1.424
C  -1.030  1.342  -1.963
H  -0.205  0.406  -3.851
H  0.762  1.813  -3.247
C  -2.404  0.776  -2.277
H  -2.331  -0.313  -2.401
H  -2.828  1.214  -3.192
H  -3.080  0.977  -1.434
C  -1.073  2.789  -1.498
H  -0.064  3.169  -1.294
H  -1.652  2.874  -0.565
H  -1.551  3.431  -2.253
Eu  0.062  -0.077  1.372
C  0.744  2.214  3.154
C  1.834  1.305  3.121
C  2.436  1.384  1.825
H  2.174  0.685  3.955
C  1.705  2.354  1.069
C  0.659  2.865  1.889
H  -0.062  3.643  1.621
H  0.114  2.416  4.026
H  3.316  0.829  1.493
H  1.932  2.677  0.041
C  -2.017  0.045  3.460
C  -2.341  1.250  2.772
C  -2.828  0.904  1.479
H  -2.258  2.258  3.170
C  -2.807  -0.522  1.365
C  -2.311  -1.050  2.598
H  -2.186  -2.106  2.844
H  -1.644  -0.025  4.487
H  -3.223  1.605  0.738
H  -3.159  -1.105  0.511
O  0.459  -0.831  -5.565
C  -0.110  0.126  -6.503
C  0.135  -0.333  -7.949
H  0.386  1.099  -6.332
H  -1.184  0.254  -6.288
C  1.276  -1.347  -7.814
H  0.400  0.499  -8.593
H  -0.756  -0.821  -8.353
C  1.105  -1.860  -6.378
H  2.238  -0.841  -7.937
H  1.202  -2.137  -8.553
H  2.057  -2.148  -5.910
H  0.446  -2.749  -6.406
C  0.994  -1.949  2.369
C  1.012  -1.974  3.613
C  1.105  -2.195  5.012
C  -0.061  -2.514  5.740
C  0.002  -2.614  7.122
C  1.232  -2.438  7.779
C  2.402  -2.168  7.050
C  2.348  -2.068  5.667
H  -1.000  -2.675  5.202
H  -0.901  -2.838  7.692
H  1.277  -2.527  8.860
H  3.357  -2.050  7.565
H  3.255  -1.893  5.081

No. 6
This record from the OMol25 dataset describes a cluster of 2 separate species, C4H4F2 in total. The level of theory is ωB97M-V/def2-TZVPD.

Computed properties:
electronic energy: -354.31988 Eh
spin multiplicity: 1
ΔE to the lowest compared entry with this formula, charge and spin: 113.4 kcal per mole
E_HOMO: -0.2998 hartree

Positions of all 10 atoms, in Å:
C  -2.512  0.679  -0.077
C  -2.544  -0.642  -0.132
C  -1.337  -0.022  -0.674
C  0.502  0.015  0.459
F  -3.167  1.818  0.164
F  -3.227  -1.729  0.223
H  -1.182  -0.206  -1.762
H  1.018  0.061  -0.464
H  0.315  -0.889  0.914
H  0.064  0.844  1.014

No. 7
This record from the OMol25 dataset describes a structure of composition C23H20N2O3. The level of theory is ωB97M-V/def2-TZVPD.

Computed properties:
electronic energy: -1223.53816 Eh
spin multiplicity: 1
ΔE to the lowest compared entry with this formula, charge and spin: 115.4 kcal per mole
E_HOMO: -0.2929 hartree

Positions of all 48 atoms, in Å:
C  -1.498  0.110  3.465
C  -1.944  -0.004  2.059
N  -3.241  0.276  1.707
C  -4.242  0.866  2.582
C  -3.436  0.016  0.354
C  -2.187  -0.397  -0.189
C  -2.059  -0.593  -1.562
C  -3.195  -0.434  -2.366
C  -4.422  -0.017  -1.820
C  -4.550  0.245  -0.447
C  -1.229  -0.342  0.898
C  0.215  -0.514  0.734
C  0.751  -1.680  -0.014
C  -0.052  -2.706  -0.554
C  0.474  -3.520  -1.569
C  1.806  -3.347  -1.979
C  2.656  -2.514  -1.228
C  2.151  -1.822  -0.131
H  -0.503  -0.329  3.584
H  -1.445  1.167  3.775
H  -2.192  -0.411  4.147
H  -5.128  1.075  1.981
H  -4.509  0.186  3.402
H  -3.887  1.810  3.021
H  -1.081  -0.869  -1.962
H  -3.104  -0.615  -3.435
H  -5.278  0.105  -2.479
H  -5.480  0.602  -0.007
H  0.809  -0.186  1.596
H  -1.104  -2.820  -0.253
H  -0.173  -4.261  -2.059
H  2.181  -3.865  -2.869
H  3.704  -2.400  -1.510
H  2.804  -1.311  0.576
O  4.230  3.391  2.168
N  4.767  3.072  1.082
O  5.982  3.264  0.849
C  3.949  2.463  0.070
C  4.505  2.238  -1.203
C  3.706  1.622  -2.174
C  2.420  1.178  -1.886
C  1.850  1.359  -0.574
O  0.640  0.918  -0.324
C  2.636  2.069  0.377
H  5.535  2.536  -1.408
H  4.104  1.488  -3.181
H  1.826  0.621  -2.614
H  2.238  2.280  1.366

No. 8
This record from the OMol25 dataset describes a cluster of 12 separate species, C5H35NO12 in total. The level of theory is ωB97M-V/def2-TZVPD.

Computed properties:
electronic energy: -1169.10720 Eh
SMILES: CC[C@@H](C)NCO.O.O.O.O.O.O.O.O.O.O.O
spin multiplicity: 1
ΔE to the lowest compared entry with this formula, charge and spin: 61.9 kcal per mole
E_HOMO: -0.3259 hartree

Positions of all 53 atoms, in Å:
C  -0.391  -0.227  0.314
C  -0.199  -1.484  1.118
C  -0.309  -1.282  2.639
C  -1.788  -1.331  3.158
N  1.194  -2.020  0.938
C  1.309  -3.114  -0.051
O  1.080  -2.743  -1.405
H  -1.457  0.061  0.413
H  0.104  0.646  0.760
H  -0.146  -0.310  -0.749
H  -0.881  -2.258  0.728
H  0.237  -0.423  3.008
H  0.207  -2.154  3.082
H  -2.017  -2.362  3.402
H  -1.986  -0.676  4.005
H  -2.335  -0.967  2.257
H  1.893  -1.388  0.558
H  0.435  -3.750  0.102
H  2.330  -3.488  -0.010
H  1.380  -1.845  -1.599
H  2.322  2.337  -1.418
H  3.618  2.415  -0.773
O  2.923  1.761  -0.915
H  2.275  1.949  0.749
H  2.976  2.463  2.106
O  2.383  2.678  1.373
H  -2.584  2.698  2.876
H  -2.479  1.372  2.137
O  -1.928  2.062  2.553
H  -4.827  -1.342  -1.478
H  -3.498  -1.067  -2.061
O  -3.926  -1.683  -1.425
H  3.779  -0.785  -2.144
H  2.834  0.150  -1.354
O  2.987  -0.796  -1.598
H  -0.256  -1.038  -3.067
H  0.296  0.365  -3.073
O  -0.288  -0.232  -3.607
H  -3.218  1.432  0.010
H  -4.326  0.440  0.476
O  -3.673  1.095  0.786
H  3.157  -0.584  2.434
H  3.600  -0.506  0.957
O  3.612  -0.028  1.783
H  -3.105  0.803  -3.773
H  -2.008  0.282  -2.911
O  -2.994  0.343  -2.939
H  0.717  2.702  0.898
H  -0.710  2.255  1.270
O  -0.198  2.666  0.553
H  0.298  2.114  -1.208
H  0.455  2.632  -2.763
O  0.332  1.906  -2.160